Here is 2 unconnected molecules or ions with the total composition H5NO from the OMol25 dataset. Energies are from the ωB97M-V functional and the def2-TZVPD basis.

Calculated values
Structure (SMILES) ... N.O
2S+1 ... 1
Orbital gap ... 0.4003 Eh
Total charge ... 0
DFT total energy ... -3618.6334 eV

Each atom is followed by the atoms it is bonded to, with distances in Å.
Element x y z (Å)
1 N -0.37661 0.37689 -1.05530  H2 1.010, H3 1.016, H4 1.011
2 H 0.45628 0.76881 -1.47215  N1 1.010
3 H -0.76703 -0.50960 -1.36254  N1 1.016
4 H -1.08093 1.08614 -0.90386  N1 1.011
5 O 0.50535 -0.22231 1.78238  H6 0.957, H7 0.949
6 H 0.69441 -0.40434 0.86250  O5 0.957
7 H 0.56853 -1.09559 2.14897  O5 0.949